No. 1
ORCA calculation (ωB97M-V with the def2-TZVPD basis set) on C25H28MoN8O as an isolated structure.

Geometry (Å):
1 Mo 0.271 -0.078 0.055
2 C -0.766 -4.254 -0.275
3 C 0.372 -4.853 -0.813
4 C 1.480 -4.064 -1.092
5 C 1.424 -2.698 -0.818
6 N 0.308 -2.117 -0.301
7 C -0.761 -2.893 -0.040
8 C 2.508 -1.734 -1.005
9 C 3.739 -2.002 -1.601
10 C 4.669 -0.975 -1.728
11 C 4.352 0.292 -1.253
12 C 3.104 0.507 -0.675
13 N 2.183 -0.492 -0.543
14 C 2.586 1.798 -0.227
15 C 3.297 2.997 -0.155
16 C 2.631 4.154 0.224
17 C 1.265 4.090 0.494
18 C 0.626 2.869 0.423
19 N 1.268 1.731 0.093
20 H -1.639 -4.843 -0.037
21 H 0.396 -5.916 -1.008
22 H 2.372 -4.510 -1.505
23 H -1.633 -2.395 0.391
24 H 3.966 -2.984 -1.984
25 H 5.614 -1.156 -2.213
26 H 5.060 1.099 -1.362
27 H 4.353 3.030 -0.382
28 H 3.161 5.092 0.300
29 H 0.709 4.978 0.761
30 H -0.444 2.779 0.624
31 N 0.826 0.875 5.445
32 C 1.068 0.066 4.436
33 C 0.767 0.375 3.067
34 N 1.077 -0.453 2.071
35 C 1.707 -1.602 2.380
36 C 1.933 -1.938 3.722
37 N 1.595 -1.142 4.688
38 H 0.448 1.805 5.353
39 H 1.035 0.548 6.381
40 H 0.249 1.302 2.840
41 H 2.029 -2.264 1.587
42 H 2.381 -2.890 3.991
43 C -3.689 0.513 1.190
44 N -3.654 0.728 -0.242
45 C -4.935 1.039 -0.871
46 C -4.709 1.803 -2.164
47 C -3.765 0.995 -3.036
48 N -2.536 0.701 -2.298
49 C -1.358 0.476 -3.107
50 C -2.553 0.595 -0.970
51 O -1.408 0.324 -0.355
52 H -4.068 1.408 1.692
53 H -2.696 0.272 1.592
54 H -4.377 -0.307 1.412
55 H -5.531 1.621 -0.166
56 H -5.470 0.104 -1.068
57 H -4.293 2.794 -1.962
58 H -5.658 1.949 -2.679
59 H -3.501 1.541 -3.943
60 H -4.235 0.053 -3.338
61 H -1.189 1.335 -3.763
62 H -1.511 -0.404 -3.740
63 H -0.449 0.325 -2.490

The total energy is -1549.50062 Eh. The value obtained for the gap between HOMO and LUMO (spin up / spin down) is 0.162 / 0.162 Ha. Its spin multiplicity is 1. The total charge is +4.



No. 2
ORCA calculation (ωB97M-V with the def2-TZVPD basis set) on C25H28MoN8O as an isolated structure.

Geometry (Å):
1 Mo 0.007 -0.165 0.423
2 C 4.265 -0.226 -0.282
3 C 4.632 1.120 -0.291
4 C 3.652 2.085 -0.109
5 C 2.324 1.685 0.048
6 N 1.976 0.372 0.095
7 C 2.941 -0.557 -0.072
8 C 1.159 2.562 0.089
9 C 1.185 3.944 -0.061
10 C -0.018 4.641 -0.128
11 C -1.213 3.934 -0.067
12 C -1.178 2.548 0.085
13 N -0.006 1.860 0.191
14 C -2.337 1.660 0.053
15 C -3.668 2.057 -0.103
16 C -4.649 1.089 -0.258
17 C -4.281 -0.255 -0.219
18 C -2.954 -0.582 -0.016
19 N -1.985 0.347 0.121
20 H 5.005 -0.998 -0.439
21 H 5.661 1.408 -0.455
22 H 3.919 3.130 -0.108
23 H 2.624 -1.601 -0.041
24 H 2.120 4.475 -0.144
25 H -0.021 5.715 -0.252
26 H -2.150 4.462 -0.156
27 H -3.933 3.104 -0.118
28 H -5.680 1.375 -0.423
29 H -5.021 -1.031 -0.345
30 H -2.646 -1.626 0.038
31 N 2.297 -0.041 5.435
32 C 1.230 0.139 4.686
33 C 1.262 0.196 3.251
34 N 0.152 0.372 2.536
35 C -1.009 0.542 3.191
36 C -1.040 0.458 4.591
37 N 0.032 0.227 5.284
38 H 3.232 -0.092 5.061
39 H 2.196 -0.068 6.445
40 H 2.211 0.088 2.734
41 H -1.910 0.758 2.631
42 H -1.974 0.562 5.131
43 C -0.133 -3.338 2.414
44 N -0.063 -3.972 1.113
45 C 0.068 -5.427 1.047
46 C -0.515 -5.927 -0.263
47 C 0.143 -5.201 -1.422
48 N 0.066 -3.755 -1.219
49 C 0.129 -2.941 -2.417
50 C -0.023 -3.237 0.000
51 O -0.043 -1.921 0.143
52 H -0.558 -4.047 3.125
53 H -0.782 -2.446 2.388
54 H 0.868 -3.068 2.772
55 H -0.452 -5.869 1.899
56 H 1.126 -5.694 1.134
57 H -1.594 -5.758 -0.276
58 H -0.340 -6.997 -0.355
59 H -0.348 -5.450 -2.366
60 H 1.197 -5.482 -1.517
61 H -0.735 -3.149 -3.056
62 H 1.024 -3.204 -2.988
63 H 0.155 -1.862 -2.183

The total energy is -1549.55380 Eh. The value obtained for the gap between HOMO and LUMO (spin up / spin down) is 0.202 / 0.206 Ha. Its spin multiplicity is 3. The total charge is +4.



No. 3
ORCA calculation (ωB97M-V with the def2-TZVPD basis set) on one molecule with the formula C25H28N2O2.

Geometry (Å):
1 C -0.841 -2.622 5.051
2 O -2.003 -2.163 4.409
3 C -1.866 -1.423 3.272
4 C -0.660 -1.087 2.683
5 C -0.617 -0.314 1.526
6 C 0.697 0.019 0.876
7 N 0.878 -0.798 -0.312
8 C 1.858 -0.478 -1.244
9 C 3.014 0.221 -0.905
10 C 3.998 0.468 -1.841
11 C 3.878 0.023 -3.161
12 N 4.848 0.304 -4.095
13 C 4.773 -0.141 -5.468
14 C 6.039 0.432 -6.099
15 C 7.044 0.334 -4.954
16 C 6.197 0.686 -3.730
17 C 2.715 -0.677 -3.499
18 C 1.731 -0.914 -2.563
19 C -1.804 0.119 0.965
20 C -3.023 -0.214 1.537
21 C -3.073 -0.986 2.684
22 O -4.210 -1.385 3.323
23 C -5.454 -1.044 2.760
24 C -5.792 0.427 2.835
25 C -6.684 0.986 1.929
26 C -7.016 2.326 2.012
27 C -6.453 3.121 2.997
28 C -5.562 2.569 3.900
29 C -5.236 1.227 3.823
30 H -1.186 -3.171 5.925
31 H -0.204 -1.791 5.374
32 H -0.262 -3.293 4.408
33 H 0.270 -1.423 3.114
34 H 0.723 1.092 0.625
35 H 1.519 -0.188 1.569
36 H 0.002 -1.075 -0.736
37 H 3.155 0.581 0.103
38 H 4.869 1.029 -1.539
39 H 3.866 0.238 -5.946
40 H 4.771 -1.241 -5.538
41 H 6.349 -0.118 -6.986
42 H 5.880 1.476 -6.368
43 H 7.894 1.002 -5.077
44 H 7.413 -0.689 -4.872
45 H 6.535 0.152 -2.836
46 H 6.243 1.765 -3.524
47 H 2.572 -1.040 -4.505
48 H 0.842 -1.457 -2.854
49 H -1.790 0.730 0.074
50 H -3.931 0.151 1.084
51 H -5.520 -1.397 1.721
52 H -6.181 -1.610 3.356
53 H -7.121 0.367 1.157
54 H -7.712 2.752 1.304
55 H -6.710 4.168 3.058
56 H -5.121 3.184 4.670
57 H -4.543 0.790 4.528

The total energy is -1229.41444 Eh. The value obtained for the energy relative to the best compared isomer or geometry (same formula, charge and spin) is 49.5 kcal/mol. The value obtained for the gap between HOMO and LUMO is 0.274 Ha. Its structure (SMILES) is COc1cc(CNc2ccc(N3CCCC3)cc2)ccc1OCc1ccccc1. Its spin multiplicity is 1.



No. 4
ORCA calculation (ωB97M-V with the def2-TZVPD basis set) on C25H28N3O4RuSeSi as an isolated structure.

Geometry (Å):
1 Ru -0.002 -0.002 -0.011
2 C 0.272 2.632 3.036
3 C 0.428 1.606 1.952
4 N -0.542 1.251 1.180
5 N -1.863 1.498 0.945
6 C -2.302 0.742 -0.069
7 O -1.764 -0.143 -0.851
8 C -3.765 0.917 -0.441
9 C -4.395 0.213 -1.474
10 C -5.742 0.413 -1.772
11 C -6.490 1.327 -1.039
12 C -5.886 2.039 -0.008
13 C -4.540 1.834 0.285
14 C 1.772 0.911 1.699
15 C 2.864 1.255 2.506
16 C 4.080 0.634 2.288
17 C 4.202 -0.322 1.274
18 C 3.094 -0.625 0.505
19 N 1.889 -0.045 0.679
20 H -0.753 3.009 3.058
21 H 0.945 3.475 2.855
22 H 0.496 2.187 4.010
23 H -3.825 -0.505 -2.056
24 H -6.197 -0.150 -2.579
25 H -7.538 1.484 -1.270
26 H -6.456 2.755 0.573
27 H -4.082 2.395 1.091
28 H 2.777 1.992 3.293
29 H 4.938 0.888 2.904
30 H 5.145 -0.822 1.087
31 H 3.138 -1.356 -0.286
32 C -1.771 -3.055 2.541
33 C -1.358 -2.365 1.264
34 O -0.729 -1.263 1.356
35 C -1.710 -3.026 -0.033
36 C -2.410 -4.255 -0.006
37 C -2.762 -4.913 -1.182
38 C -2.421 -4.352 -2.402
39 C -1.729 -3.135 -2.436
40 C -1.345 -2.427 -1.286
41 O -0.705 -1.299 -1.397
42 H -1.443 -2.454 3.393
43 H -1.293 -4.036 2.622
44 H -2.861 -3.142 2.596
45 H -2.691 -4.719 0.931
46 H -3.299 -5.855 -1.144
47 H -2.684 -4.842 -3.333
48 H -1.470 -2.709 -3.403
49 O -0.639 1.179 -1.184
50 C 4.979 -1.299 -2.711
51 Si 3.721 -0.011 -3.228
52 C 3.081 -0.419 -4.942
53 C 4.533 1.677 -3.254
54 Se 1.997 -0.001 -1.751
55 H 5.820 -1.307 -3.427
56 H 4.503 -2.292 -2.697
57 H 5.358 -1.060 -1.705
58 H 3.919 -0.424 -5.662
59 H 2.343 0.338 -5.246
60 H 2.604 -1.410 -4.928
61 H 5.373 1.675 -3.971
62 H 4.911 1.917 -2.249
63 H 3.794 2.434 -3.558

The total energy is -4220.05328 Eh. The value obtained for the energy relative to the best compared isomer or geometry (same formula, charge and spin) is 274.9 kcal/mol. The value obtained for the gap between HOMO and LUMO (spin up / spin down) is 0.140 / 0.189 Ha. Its spin multiplicity is 6. The total charge is -2.



What is the total energy in the first record? -1549.50062 Eh



What is the total energy in the first record? -1549.50062 Eh